{
  "formula": "C28H46FInN2O8PS4",
  "method": "ωB97M-V/def2-TZVPD",
  "symbols": ["C", "C", "F", "C", "In", "C", "C", "C", "S", "C", "S", "N", "C", "C", "C", "C", "C", "C", "C", "C", "C", "C", "C", "C", "C", "C", "C", "N", "O", "P", "O", "H", "H", "H", "H", "H", "H", "H", "H", "H", "H", "H", "H", "H", "H", "H", "H", "H", "H", "H", "H", "H", "H", "H", "H", "H", "H", "H", "H", "H", "H", "O", "S", "O", "O", "C", "C", "C", "H", "H", "H", "H", "H", "H", "H", "H", "O", "S", "O", "O", "C", "C", "C", "H", "H", "H", "H", "H", "H", "H", "H"],
  "positions_angstrom": [[6.626, 4.029, 4.400], [5.934, 2.553, 4.038], [4.988, 2.215, 5.165], [7.072, 1.366, 3.827], [6.416, 0.094, 2.071], [4.140, 0.397, 1.820], [3.286, -0.974, 2.173], [1.655, -0.726, 2.187], [1.219, 0.971, 1.431], [0.302, 1.886, 2.803], [1.049, 2.381, 4.286], [-1.152, 2.223, 2.553], [-1.388, 2.708, 1.140], [-1.976, 1.831, -0.113], [-2.165, 2.431, -1.663], [-1.722, 3.978, -1.993], [-1.152, 4.886, -0.751], [-0.969, 4.290, 0.798], [-2.096, 1.116, 2.965], [-3.357, 1.506, 3.991], [-4.392, 0.298, 4.506], [-4.242, -1.288, 4.022], [-3.000, -1.670, 3.017], [-1.991, -0.467, 2.540], [6.768, -2.138, 2.332], [5.988, -3.078, 1.227], [5.936, -2.450, -0.288], [5.015, -1.354, -0.778], [6.771, -2.993, -1.217], [7.528, 1.024, -0.059], [7.975, 2.524, 0.248], [7.468, 3.953, 5.209], [7.037, 4.458, 3.373], [5.787, 4.791, 4.766], [5.333, 2.743, 3.029], [7.145, 0.647, 4.765], [8.127, 1.836, 3.548], [4.010, 0.759, 0.709], [3.845, 1.200, 2.625], [3.480, -1.788, 1.327], [3.595, -1.330, 3.245], [1.131, -1.514, 1.461], [1.170, -0.878, 3.246], [-2.294, 0.714, 0.031], [-2.600, 1.700, -2.492], [-1.838, 4.354, -3.098], [-0.864, 6.009, -0.970], [-0.530, 4.999, 1.643], [-3.551, 2.583, 4.411], [-5.293, 0.503, 5.259], [-4.989, -2.147, 4.368], [-2.808, -2.769, 2.615], [-1.109, -0.771, 1.812], [7.949, -2.307, 2.306], [6.327, -2.427, 3.392], [6.619, -4.088, 1.150], [4.922, -3.401, 1.596], [4.022, -1.728, -0.824], [5.265, -1.070, -1.751], [8.618, 0.188, -0.520], [6.467, 1.124, -1.054], [-1.224, -0.504, -6.426], [-2.018, 0.705, -6.498], [-2.547, 1.348, -5.315], [-3.234, 0.477, -7.558], [-4.098, -0.635, -7.377], [-5.101, -0.384, -6.267], [-1.124, 1.914, -7.440], [-3.522, -1.549, -7.192], [-4.637, -0.779, -8.319], [-4.604, -0.329, -5.294], [-5.841, -1.188, -6.224], [-5.618, 0.569, -6.420], [-0.763, 1.451, -8.361], [-0.279, 2.255, -6.837], [-1.787, 2.753, -7.660], [-5.605, -2.351, -2.316], [-5.602, -2.464, -0.873], [-4.503, -3.066, -0.151], [-6.992, -3.167, -0.393], [-7.351, -4.420, -0.956], [-6.554, -5.554, -0.338], [-5.914, -0.859, -0.180], [-7.239, -4.405, -2.045], [-8.413, -4.574, -0.742], [-5.496, -5.485, -0.610], [-6.928, -6.523, -0.681], [-6.609, -5.517, 0.755], [-6.775, -0.416, -0.685], [-5.027, -0.243, -0.343], [-6.101, -0.966, 0.890]],
  "mulliken_charge": [-1.118, 0.610, -0.390, -0.869, 0.737, -0.737, -0.054, -0.617, 0.011, -0.147, -0.110, 0.239, 0.074, 0.209, -0.408, -0.430, -0.361, -0.419, 0.227, -0.578, -0.377, -0.415, -0.450, 0.054, -0.897, -0.260, 0.219, -0.329, -0.625, 0.329, -0.720, 0.276, 0.281, 0.295, 0.075, 0.252, 0.240, 0.228, 0.290, -0.309, 0.212, 0.275, 0.344, 0.166, 0.300, 0.300, 0.252, 0.295, 0.313, 0.251, 0.277, 0.268, 0.273, 0.245, 0.174, 0.271, 0.296, 0.243, 0.268, 0.017, -0.054, -0.654, 1.176, -0.521, -0.271, -0.354, -0.918, -0.959, 0.326, 0.262, 0.243, 0.383, 0.268, 0.333, 0.373, 0.311, -0.641, 1.172, -0.569, -0.278, -0.326, -0.975, -0.779, 0.298, 0.271, 0.291, 0.383, 0.252, 0.341, 0.233, 0.317],
  "de_lowest_kcal_mol": 516.48,
  "homo_lumo_gap_ha": 0.2090,
  "multiplicity": 1,
  "lumo_ev": 1.06,
  "charge": -1
}



{
  "formula": "C11H20FI",
  "method": "ωB97M-V/def2-TZVPD",
  "symbols": ["C", "C", "C", "C", "C", "C", "C", "C", "F", "I", "C", "C", "C", "H", "H", "H", "H", "H", "H", "H", "H", "H", "H", "H", "H", "H", "H", "H", "H", "H", "H", "H", "H"],
  "positions_angstrom": [[2.020, -0.353, -2.085], [1.624, 0.041, -0.584], [0.062, -0.189, -0.168], [-0.357, -1.509, -0.758], [-0.721, 0.911, -0.905], [-2.213, 0.585, -0.844], [-2.648, 0.680, 0.634], [-1.743, -0.098, 1.652], [-2.128, -1.386, 1.457], [-2.336, 0.492, 3.666], [-0.146, -0.100, 1.292], [0.531, -1.147, 2.186], [0.454, 1.236, 1.773], [2.174, -1.523, -2.267], [2.912, 0.158, -2.084], [1.276, 0.057, -2.825], [1.876, 1.152, -0.584], [2.267, -0.473, 0.110], [0.207, -2.309, -0.231], [-0.310, -1.591, -1.768], [-1.416, -1.723, -0.551], [-0.298, 0.875, -1.864], [-0.569, 1.849, -0.468], [-2.705, 1.494, -1.333], [-2.515, -0.509, -1.247], [-2.584, 1.725, 0.969], [-3.574, 0.233, 0.888], [0.459, -0.749, 3.210], [1.653, -1.263, 1.824], [0.114, -2.138, 2.313], [0.053, 1.417, 2.847], [0.206, 2.197, 1.194], [1.466, 1.159, 1.812]],
  "mulliken_charge": [-1.288, -0.829, 1.659, -2.554, -1.362, -0.464, -1.045, 0.029, -0.325, 0.060, 1.377, -1.659, -1.569, 0.212, 0.539, 0.298, 0.389, 0.414, 0.374, 0.619, 0.521, 0.582, 0.350, 0.370, 0.259, 0.380, 0.536, 0.484, 0.223, 0.363, 0.245, 0.209, 0.602],
  "smiles": "CC[C@]1(C)CCC[C@](F)(I)C1(C)C",
  "de_lowest_kcal_mol": 0.00,
  "homo_lumo_gap_ha": 0.3659,
  "multiplicity": 1,
  "lumo_ev": 0.48
}



{
  "formula": "C16H16Cl5HgOSi2",
  "method": "ωB97M-V/def2-TZVPD",
  "symbols": ["Hg", "Cl", "C", "C", "Cl", "C", "Cl", "C", "O", "C", "Cl", "C", "Cl", "C", "Si", "C", "C", "C", "C", "C", "C", "C", "Si", "C", "C", "H", "H", "H", "H", "H", "H", "H", "H", "H", "H", "H", "H", "H", "H", "H", "H"],
  "positions_angstrom": [[-0.465, 0.088, -0.116], [5.990, 5.168, 0.572], [4.531, 4.271, 0.322], [4.439, 2.927, 0.680], [5.821, 2.148, 1.393], [3.275, 2.203, 0.484], [3.167, 0.542, 0.940], [2.094, 2.779, -0.094], [1.034, 2.144, -0.276], [2.236, 4.165, -0.445], [0.852, 4.925, -1.150], [3.408, 4.874, -0.244], [3.490, 6.550, -0.703], [-3.784, 0.366, 1.675], [-2.961, 0.021, -0.010], [-4.073, 0.884, -1.293], [-3.060, -1.863, -0.317], [-4.311, -2.381, -0.464], [-4.605, -3.753, -0.713], [-3.498, -4.611, -0.789], [-2.229, -4.139, -0.650], [-1.894, -2.740, -0.421], [-0.084, -2.341, -0.258], [0.710, -3.134, 1.306], [0.931, -3.151, -1.668], [-4.820, 0.011, 1.689], [-3.779, 1.435, 1.900], [-3.248, -0.153, 2.472], [-5.116, 0.558, -1.220], [-3.728, 0.662, -2.305], [-4.039, 1.967, -1.152], [-5.158, -1.695, -0.388], [-5.622, -4.110, -0.822], [-3.648, -5.676, -0.963], [-1.413, -4.858, -0.722], [0.582, -4.224, 1.321], [0.238, -2.735, 2.205], [1.782, -2.914, 1.351], [0.835, -4.244, -1.671], [1.991, -2.906, -1.554], [0.592, -2.787, -2.638]],
  "mulliken_charge": [0.957, -0.247, 0.318, 0.114, -0.219, 0.401, -0.135, -0.632, -0.779, 0.404, -0.209, 0.034, -0.223, -1.141, -0.269, -1.154, 0.765, -0.128, -0.949, -0.487, -0.649, 0.194, -0.152, -1.167, -1.192, 0.346, 0.311, 0.296, 0.327, 0.283, 0.321, 0.083, 0.341, 0.317, 0.107, 0.374, 0.268, 0.270, 0.312, 0.308, 0.282],
  "homo_lumo_gap_ha": [0.0676, 0.1687],
  "multiplicity": 2,
  "lumo_ev": [4.03, 4.03],
  "charge": -2
}



{
  "formula": "C4H3F",
  "method": "ωB97M-V/def2-TZVPD",
  "symbols": ["C", "C", "C", "C", "F", "H", "H", "H"],
  "positions_angstrom": [[-2.025, -0.667, -0.009], [-1.005, -0.039, -0.021], [0.258, 0.656, -0.009], [1.488, 0.102, 0.000], [1.580, -1.228, -0.017], [-2.924, -1.228, 0.050], [0.201, 1.740, -0.046], [2.426, 0.664, 0.053]],
  "mulliken_charge": [0.487, -0.492, -0.818, 0.020, -0.217, 0.407, 0.277, 0.336],
  "smiles": "C#C/C=C\\F",
  "de_lowest_kcal_mol": 0.84,
  "homo_lumo_gap_ha": 0.3791,
  "multiplicity": 1,
  "lumo_ev": 1.03
}



{
  "formula": "C4H12",
  "method": "ωB97M-V/def2-TZVPD",
  "symbols": ["C", "C", "H", "H", "H", "H", "H", "H", "C", "C", "H", "H", "H", "H", "H", "H"],
  "positions_angstrom": [[0.211, -0.878, -2.115], [1.117, 0.321, -2.444], [-0.821, -0.758, -2.454], [0.630, -1.732, -2.654], [0.058, -1.158, -1.064], [0.607, 0.931, -3.180], [1.362, 0.975, -1.607], [2.086, -0.044, -2.787], [-0.790, 1.044, 2.350], [-0.526, -0.449, 2.220], [-1.488, 1.217, 3.176], [0.075, 1.656, 2.571], [-1.395, 1.466, 1.539], [-0.816, -1.049, 3.081], [0.550, -0.653, 2.084], [-0.859, -0.889, 1.283]],
  "mulliken_charge": [-0.630, -0.782, 0.283, 0.264, 0.082, 0.244, 0.264, 0.274, -0.877, -0.718, 0.306, 0.267, 0.290, 0.307, 0.257, 0.169],
  "smiles": "CC.CC",
  "de_lowest_kcal_mol": 11.10,
  "homo_lumo_gap_ha": 0.4711,
  "multiplicity": 1,
  "lumo_ev": 1.13
}



{
  "formula": "C31H30AsF3GaN4O2S2Sb",
  "method": "ωB97M-V/def2-TZVPD",
  "symbols": ["Ga", "N", "C", "C", "C", "C", "C", "C", "S", "O", "O", "N", "C", "N", "C", "C", "C", "N", "H", "H", "H", "H", "H", "H", "H", "H", "H", "F", "C", "C", "C", "C", "C", "C", "Sb", "C", "C", "C", "C", "F", "C", "C", "C", "C", "C", "C", "F", "C", "C", "H", "H", "H", "H", "H", "H", "H", "H", "H", "H", "H", "H", "C", "As", "C", "C", "S", "H", "H", "H", "H", "H", "H", "H", "H", "H"],
  "positions_angstrom": [[0.894, 0.194, -0.075], [-4.643, -2.856, -4.992], [-3.879, -2.113, -4.157], [-2.595, -2.561, -3.766], [-1.830, -1.810, -2.913], [-2.341, -0.595, -2.423], [-3.605, -0.137, -2.796], [-4.357, -0.883, -3.663], [-1.419, 0.291, -1.308], [-2.061, 1.506, -0.887], [-0.033, 0.525, -1.858], [-0.906, -0.643, -0.045], [-1.849, -1.121, 0.910], [-1.314, -1.818, 1.906], [-2.173, -2.265, 2.833], [-3.528, -2.019, 2.771], [-3.972, -1.309, 1.669], [-3.138, -0.858, 0.729], [-4.306, -3.717, -5.377], [-5.547, -2.537, -5.289], [-2.217, -3.502, -4.155], [-0.833, -2.135, -2.638], [-3.988, 0.797, -2.397], [-5.332, -0.523, -3.978], [-1.745, -2.844, 3.646], [-4.209, -2.375, 3.533], [-5.024, -1.086, 1.525], [5.312, 4.042, 4.361], [4.309, 3.771, 3.530], [3.459, 4.795, 3.158], [2.412, 4.508, 2.298], [2.234, 3.203, 1.823], [3.114, 2.196, 2.214], [4.164, 2.476, 3.075], [0.580, 2.726, 0.635], [0.526, 4.128, -0.887], [1.741, 4.706, -1.250], [1.778, 5.604, -2.302], [0.599, 5.892, -2.963], [0.634, 6.751, -3.977], [-0.614, 5.323, -2.621], [-0.654, 4.422, -1.571], [-1.046, 2.774, 1.936], [-1.230, 1.681, 2.780], [-2.314, 1.651, 3.644], [-3.191, 2.720, 3.633], [-4.246, 2.681, 4.447], [-3.021, 3.819, 2.815], [-1.937, 3.844, 1.949], [3.623, 5.793, 3.544], [1.739, 5.307, 2.002], [3.001, 1.188, 1.850], [4.870, 1.718, 3.391], [2.655, 4.470, -0.718], [2.700, 6.078, -2.616], [-1.503, 5.583, -3.181], [-1.587, 3.951, -1.304], [-0.537, 0.851, 2.783], [-2.486, 0.824, 4.323], [-3.730, 4.637, 2.863], [-1.798, 4.698, 1.296], [3.241, -4.358, -0.045], [1.740, -3.225, 0.285], [0.254, -4.058, -0.556], [1.521, -3.090, 2.171], [2.426, -1.374, -0.616], [3.080, -5.322, 0.427], [4.130, -3.884, 0.357], [3.353, -4.479, -1.117], [0.071, -4.978, -0.008], [0.537, -4.278, -1.580], [-0.620, -3.417, -0.521], [1.436, -4.099, 2.563], [0.619, -2.525, 2.379], [2.404, -2.606, 2.573]],
  "mulliken_charge": [0.544, -0.445, 1.116, -0.919, -0.738, -0.455, -0.434, -0.785, 1.919, -0.628, -0.886, 0.617, -0.225, -0.151, -0.161, -0.892, -0.301, -0.339, 0.197, 0.201, 0.319, 0.551, 0.515, 0.328, 0.459, 0.467, 0.515, -0.299, 0.210, -0.699, -0.233, 0.286, -0.374, -0.666, 1.313, 0.400, -0.675, -0.649, 0.247, -0.298, -0.671, -0.405, 0.467, -0.562, -0.709, 0.263, -0.320, -0.726, -0.549, 0.466, 0.436, 0.040, 0.482, 0.444, 0.466, 0.480, 0.529, 0.580, 0.523, 0.497, 0.476, -1.135, 0.691, -0.810, -0.352, -0.503, 0.432, 0.392, 0.418, 0.506, 0.404, 0.080, 0.463, -0.116, 0.374],
  "homo_lumo_gap_ha": 0.2626,
  "multiplicity": 1,
  "lumo_ev": -5.95,
  "charge": 2
}



{
  "formula": "C5H12N3S",
  "method": "ωB97M-V/def2-TZVPD",
  "symbols": ["C", "C", "C", "C", "C", "N", "N", "N", "S", "H", "H", "H", "H", "H", "H", "H", "H", "H", "H", "H", "H"],
  "positions_angstrom": [[1.347, -0.289, -2.061], [-2.472, -0.145, 2.339], [-1.119, 1.769, 1.357], [2.934, -0.421, -0.274], [-1.412, 0.310, 1.417], [-0.497, -1.375, -3.083], [0.693, -1.009, -2.736], [2.297, 0.238, -1.409], [-0.581, -0.741, 0.484], [-2.615, -1.223, 2.295], [-2.214, 0.144, 3.360], [-3.412, 0.357, 2.102], [-0.084, 1.960, 1.642], [-1.773, 2.336, 2.014], [-1.236, 2.130, 0.334], [2.178, -0.927, 0.326], [3.440, 0.325, 0.332], [3.663, -1.157, -0.618], [-0.519, -2.130, -3.758], [-1.245, -1.316, -2.401], [2.628, 1.164, -1.661]],
  "mulliken_charge": [0.324, -1.218, -1.067, -0.720, 0.711, -0.408, 0.188, -0.142, -0.385, 0.361, 0.349, 0.355, 0.292, 0.351, 0.304, 0.214, 0.321, 0.324, 0.275, 0.256, 0.319],
  "de_lowest_kcal_mol": 59.92,
  "homo_lumo_gap_ha": 0.3159,
  "multiplicity": 1,
  "lumo_ev": -3.51,
  "charge": 1
}



{
  "formula": "C24H28F6N7O4S3Se2Zr",
  "method": "ωB97M-V/def2-TZVPD",
  "symbols": ["Zr", "C", "C", "N", "N", "C", "N", "S", "C", "C", "C", "C", "C", "N", "H", "H", "H", "H", "H", "H", "H", "H", "H", "F", "C", "F", "F", "S", "O", "O", "N", "S", "O", "O", "C", "F", "F", "F", "C", "N", "C", "C", "N", "C", "C", "Se", "H", "H", "H", "H", "H", "H", "H", "H", "C", "C", "C", "C", "C", "C", "Se", "C", "C", "C", "H", "H", "H", "H", "H", "H", "H", "H", "H", "H", "H"],
  "positions_angstrom": [[-0.601, 0.323, 0.317], [1.345, -2.091, 3.453], [1.116, -1.106, 2.369], [0.473, -1.377, 1.284], [0.104, -2.693, 1.087], [-0.279, -2.911, -0.139], [-0.593, -4.196, -0.447], [-0.423, -1.725, -1.410], [1.730, 0.245, 2.418], [2.554, 0.634, 3.443], [3.213, 1.856, 3.340], [3.044, 2.613, 2.200], [2.168, 2.154, 1.227], [1.503, 1.014, 1.344], [0.890, -3.037, 3.196], [2.413, -2.235, 3.631], [0.890, -1.706, 4.371], [-0.266, -4.912, 0.181], [-0.692, -4.433, -1.419], [2.688, -0.004, 4.305], [3.858, 2.200, 4.139], [3.565, 3.550, 2.058], [2.010, 2.721, 0.321], [-0.927, 0.612, -3.628], [0.284, 1.141, -3.810], [1.162, 0.183, -4.015], [0.245, 1.989, -4.816], [0.742, 2.065, -2.275], [0.680, 1.046, -1.195], [2.000, 2.684, -2.477], [-0.442, 3.090, -2.121], [-1.829, 2.754, -1.481], [-2.960, 3.238, -2.180], [-1.909, 1.351, -0.952], [-1.740, 3.569, 0.165], [-1.681, 4.865, 0.176], [-0.575, 3.041, 0.690], [-2.757, 3.138, 0.867], [-3.469, -1.080, -2.564], [-3.716, -2.273, -1.758], [-4.222, -3.467, -2.244], [-4.286, -4.318, -1.201], [-3.814, -3.632, -0.096], [-3.710, -4.167, 1.265], [-3.458, -2.390, -0.448], [-2.892, -1.094, 0.799], [-4.257, -0.985, -3.305], [-2.502, -1.152, -3.055], [-3.477, -0.213, -1.912], [-4.497, -3.599, -3.278], [-4.644, -5.333, -1.145], [-4.077, -5.190, 1.260], [-4.304, -3.565, 1.947], [-2.675, -4.140, 1.592], [-4.166, 5.763, 5.213], [-3.494, 4.547, 4.622], [-2.116, 4.391, 4.660], [-1.487, 3.276, 4.113], [0.012, 3.166, 4.203], [-2.273, 2.290, 3.506], [-1.344, 0.740, 2.840], [-3.663, 2.405, 3.459], [-4.575, 1.369, 2.857], [-4.244, 3.541, 4.023], [-3.434, 6.507, 5.530], [-4.768, 5.488, 6.082], [-4.835, 6.229, 4.488], [-1.506, 5.158, 5.131], [0.428, 4.018, 4.744], [0.464, 3.133, 3.211], [0.304, 2.249, 4.720], [-4.071, 0.756, 2.121], [-5.434, 1.847, 2.384], [-4.953, 0.699, 3.636], [-5.327, 3.638, 3.987]],
  "mulliken_charge": [0.061, -1.787, 1.257, 1.464, -1.408, 0.307, -0.196, -0.490, 0.286, -0.760, -0.633, -0.973, -0.224, 0.741, 0.384, 0.410, 0.362, 0.267, 0.246, 0.524, 0.460, 0.476, 0.307, -0.164, 0.649, -0.183, -0.205, 1.006, -0.684, -0.570, -0.470, 1.015, -0.598, -0.150, 0.574, -0.203, -0.045, -0.135, -0.997, 0.453, -0.462, -0.470, 0.336, -0.792, -0.513, -0.089, 0.384, 0.390, 0.089, 0.497, 0.466, 0.317, 0.340, 0.251, -1.543, 0.657, -1.210, 0.754, -1.061, 0.252, 0.293, 0.897, -1.228, -0.924, 0.350, 0.336, 0.357, 0.289, 0.437, -0.015, 0.347, -0.328, 0.439, 0.356, 0.424],
  "de_lowest_kcal_mol": 4.92,
  "homo_lumo_gap_ha": 0.2343,
  "multiplicity": 1,
  "lumo_ev": -3.74,
  "charge": 1
}